A structure of composition C36H36Cl2N4O5RuSSi in a non-equilibrium geometry, computed with ωB97M-V/def2-TZVPD.

- HOMO-LUMO gap: 7.769 eV
- Net charge: +2

Structure (XYZ):
```
86
Properties=species:S:1:pos:R:3:mulliken_charge:R:1
Ru 0.99207 0.38008 0.97385 0.04
C -1.68802 0.44122 3.58746 -1.43
C -1.84684 0.92530 2.19692 -0.35
N -0.93824 0.91879 1.22290 0.79
C -1.55378 1.42026 0.09497 -0.07
C -2.84007 1.75034 0.39087 0.51
N -2.99064 1.43993 1.70624 0.17
C -4.02427 2.34014 -0.31823 0.52
O -3.90205 2.61638 -1.60341 -0.51
O -5.02245 2.51405 0.31984 -0.55
C -0.77211 1.67537 -1.09874 0.31
O -1.19904 2.11133 -2.13260 -0.76
O 0.55236 1.42570 -0.90016 0.90
H -0.70334 0.00265 3.70960 0.09
H -2.44521 -0.31224 3.80761 0.38
H -1.80223 1.26209 4.29645 0.41
H -3.87822 1.55482 2.18394 0.32
H -2.98696 2.47391 -1.92229 0.38
Cl 1.60447 -1.16804 2.93187 0.00
C 2.34906 0.12601 3.92300 -0.47
Cl 1.80944 1.68517 3.29043 0.01
H 3.42470 0.05828 3.82368 0.33
H 2.01291 0.02933 4.94802 0.47
C 0.35288 -6.20217 1.11482 -0.92
C 0.42691 -6.01501 -0.39625 -0.68
C 0.60924 -4.56539 -0.81434 -0.69
N -0.55663 -3.77544 -0.36921 0.13
C -0.56731 -2.52037 -0.00368 0.81
S 0.87469 -1.58486 -0.20425 -0.37
N -1.67905 -1.92050 0.50639 0.38
C -2.89077 -2.39949 1.06951 0.67
O -3.47204 -1.63462 1.79776 -0.53
C -3.38826 -3.76704 0.75891 0.00
C -3.58941 -4.66058 1.80484 -0.59
C -4.10318 -5.92018 1.53365 -0.72
C -4.44371 -6.26866 0.23227 -0.54
C -4.27122 -5.36130 -0.80637 -0.53
C -3.73955 -4.10684 -0.54649 -0.04
H 0.23023 -7.25432 1.36816 0.36
H -0.49141 -5.66502 1.55447 0.18
H 1.26869 -5.85163 1.59705 0.29
H -0.47284 -6.41628 -0.87358 0.34
H 1.26872 -6.57618 -0.80348 0.39
H 0.69670 -4.47354 -1.89704 0.32
H 1.50408 -4.13710 -0.36455 0.46
H -1.43041 -4.28552 -0.29929 -0.18
H -1.52551 -0.95521 0.74922 -0.41
H -3.34492 -4.37135 2.81914 0.50
H -4.24943 -6.62598 2.34008 0.45
H -4.86579 -7.24381 0.02842 0.45
H -4.56061 -5.62451 -1.81483 0.46
H -3.63905 -3.38253 -1.34771 0.41
C -0.59203 6.30276 0.46039 -0.56
C -0.34909 6.26138 -0.90499 -0.82
C 0.40598 5.22853 -1.44483 -0.30
C 0.92697 4.21499 -0.63127 0.58
C 0.68577 4.29015 0.74859 -0.03
C -0.06449 5.32038 1.29226 -0.74
Si 1.72560 2.73464 -1.35009 0.25
C 2.14244 2.76555 -3.11070 0.64
C 1.22271 3.12790 -4.10799 -0.19
C 1.60473 3.14884 -5.43749 -0.93
C 2.90564 2.80967 -5.79376 -0.51
C 3.82831 2.45371 -4.82266 -0.81
C 3.44975 2.43261 -3.48757 -0.32
C 3.05146 2.02992 -0.26691 0.41
C 3.88124 2.80174 0.52236 -0.82
C 4.76397 2.20118 1.43583 -0.54
C 4.79881 0.83176 1.58159 -0.89
C 3.98291 0.02913 0.77452 -0.51
C 3.13998 0.61849 -0.16188 -0.97
H -1.18070 7.10829 0.87996 0.43
H -0.73996 7.03840 -1.54845 0.47
H 0.59607 5.21884 -2.51084 0.49
H 1.10880 3.54359 1.41263 0.00
H -0.22524 5.37472 2.36160 0.48
H 0.20168 3.37662 -3.84754 0.43
H 0.88988 3.42898 -6.19995 0.42
H 3.19899 2.82255 -6.83539 0.41
H 4.84124 2.19767 -5.10303 0.42
H 4.18532 2.16490 -2.73676 0.32
H 3.84804 3.88343 0.45346 0.51
H 5.41434 2.82375 2.03715 0.45
H 5.48706 0.37606 2.28295 0.60
H 4.06667 -1.05046 0.81301 0.51
H 2.69456 -0.01611 -0.92009 1.22
```

---

A structure of composition C36H36Li2O16S in a non-equilibrium geometry, computed with ωB97M-V/def2-TZVPD.

- HOMO-LUMO gap: 5.734 eV
- Net charge: 0

Structure (XYZ):
```
91
Properties=species:S:1:pos:R:3:mulliken_charge:R:1
Li 2.81670 -2.81665 -0.29164 0.78
Li 1.72607 1.57062 -3.40119 0.86
S 1.07492 -0.46260 -0.87771 2.43
O 0.13126 -1.45184 -1.17456 -0.96
O 0.49652 0.62495 -0.04709 -1.09
O 2.17564 -1.08264 -0.18755 -0.92
O 1.65210 0.23013 -1.97841 -0.80
C 0.22197 3.32191 4.85134 -0.38
C 0.99710 2.35127 4.20926 -1.10
C 0.91586 2.34311 2.78642 0.54
C 0.28600 3.39389 2.06830 -0.12
C -0.47295 4.36736 2.83563 -0.84
C -0.48372 4.29167 4.21079 0.78
O -1.28655 5.03593 4.92997 -0.55
O 1.56531 1.34035 2.18251 -0.61
H 0.23004 3.26222 5.94674 0.30
H 1.45304 1.65229 4.67828 0.74
H 0.11031 3.35215 0.88847 0.11
H -1.02651 5.07987 2.36326 0.59
H -1.87538 5.46783 4.37175 0.26
H 0.94376 0.88599 1.46731 0.14
C -0.97913 4.74661 -2.38650 -0.89
C -1.96028 5.66195 -2.27982 -0.27
C -3.04869 5.64994 -1.39487 0.38
C -3.10611 4.52431 -0.59575 -0.61
C -2.15842 3.52601 -0.57683 0.08
C -1.03942 3.62277 -1.48972 0.11
O -0.10323 2.62202 -1.60687 -0.24
O -4.02484 6.65159 -1.44226 -0.53
H -0.10106 4.79808 -3.03673 0.30
H -1.65141 6.58520 -2.94251 0.12
H -3.76859 4.65927 0.17794 0.48
H -2.37425 2.66429 0.01197 0.70
H -0.01329 2.15962 -0.84578 0.17
H -4.04829 7.18902 -2.16377 0.28
C -1.68612 0.38652 2.67955 0.42
C -2.26552 0.79141 3.89925 -1.06
C -3.68082 1.15291 4.03861 0.55
C -4.44214 1.06750 2.95489 -1.02
C -3.90899 0.51521 1.69947 -0.48
C -2.52078 0.23554 1.59108 -0.03
O -2.02544 -0.08343 0.37619 -0.75
O -4.13865 1.40659 5.33913 -0.52
H -0.71996 -0.11781 2.49640 0.87
H -1.67046 0.99461 4.85003 0.26
H -5.45798 1.10405 2.99470 0.51
H -4.54240 0.34488 0.79486 0.36
H -1.06274 0.03048 0.42271 0.30
H -5.04252 1.21955 5.34770 0.29
C 5.82521 -1.12379 -3.38379 -0.14
C 7.25327 -0.76190 -3.37406 -0.63
C 7.68874 -0.27632 -1.99180 0.55
C 6.83896 -0.25746 -0.89207 -1.09
C 5.61308 -0.68617 -1.14112 0.41
C 5.07788 -1.04689 -2.35216 -0.16
O 3.77970 -1.50417 -2.47548 -0.47
O 8.94835 0.27925 -1.90364 -0.47
H 5.53644 -1.38952 -4.40519 0.37
H 7.80970 -0.81838 -4.35483 0.28
H 6.91400 -0.33162 0.05129 0.54
H 4.90495 -0.76875 -0.33050 0.23
H 3.20888 -0.97510 -2.10729 0.28
H 9.64038 0.28321 -2.41468 0.26
C -1.89432 -4.93594 -4.87732 -0.24
C -2.11635 -4.71313 -3.59596 -0.93
C -1.47126 -3.58775 -2.90826 0.54
C -0.76736 -2.67579 -3.75873 0.35
C -0.52772 -3.00077 -5.07227 -0.36
C -1.12603 -4.10311 -5.67827 0.36
O -1.00026 -4.28836 -7.01618 -0.53
O -1.82927 -3.31899 -1.60352 -0.45
H -2.45789 -5.67836 -5.39718 0.37
H -2.89043 -5.43638 -2.99977 0.19
H -0.12636 -1.81943 -3.20779 -0.19
H -0.03035 -2.18114 -5.64635 0.28
H -0.98547 -5.14040 -7.28342 0.29
H -1.37557 -2.45629 -1.48773 0.30
C -1.29324 -3.14602 1.43275 0.42
C -1.78075 -3.20320 2.69489 -0.52
C -1.20715 -4.04458 3.62251 0.77
C -0.06373 -4.83527 3.37901 -0.79
C 0.52826 -4.62559 2.12866 -0.58
C -0.13491 -3.70446 1.14473 0.72
O 0.47100 -3.62205 0.00911 -0.66
O -1.87668 -4.22234 4.81829 -0.58
H -1.87684 -2.48044 0.71114 -0.01
H -2.79726 -2.71398 2.87070 0.16
H 0.31812 -5.54707 4.16586 0.36
H 1.35295 -5.38126 1.73788 0.24
H 0.38742 -2.99247 -0.66993 0.32
H -2.57804 -3.63433 4.81751 0.26
```

---

Summary of calculated total energy in eV
-100444.7067, -81914.8894
(order as listed above)